A molecular structure, C36H34ClIN3O8PV. Source: the OMol25 dataset; level of theory: ωB97M-V with the def2-TZVPD basis set.

Last column: Mulliken charge in e.
Atoms and positions in Å:
V: -0.620 0.787 0.129  0.51
I: 2.098 1.112 0.298  0.40
C: 3.342 -0.543 0.344  0.55
C: 4.405 -0.368 1.189  -0.77
C: 5.439 -1.325 1.217  -0.96
C: 5.370 -2.394 0.378  -0.93
C: 4.268 -2.582 -0.494  0.59
C: 4.271 -3.689 -1.372  -0.83
C: 3.240 -3.893 -2.237  -1.37
C: 2.137 -3.027 -2.205  -0.17
C: 2.071 -1.941 -1.359  1.38
P: 0.423 -1.127 -1.498  0.88
C: 0.438 -0.510 -3.206  1.31
C: -0.062 -1.258 -4.271  -0.36
C: 0.048 -0.778 -5.569  -0.99
C: 0.665 0.438 -5.815  -0.71
C: 1.193 1.172 -4.760  -0.82
C: 1.082 0.701 -3.465  -0.64
C: -0.700 -2.525 -1.326  1.04
C: -1.915 -2.624 -2.009  -0.36
C: -2.755 -3.700 -1.787  -1.05
C: -2.408 -4.670 -0.855  -0.85
C: -1.224 -4.559 -0.140  -0.79
C: -0.372 -3.492 -0.369  -1.08
C: 3.180 -1.662 -0.507  0.31
H: 4.474 0.504 1.824  0.43
H: 6.278 -1.188 1.883  0.44
H: 6.166 -3.126 0.359  0.43
H: 5.116 -4.365 -1.351  0.45
H: 3.243 -4.726 -2.924  0.48
H: 1.306 -3.255 -2.860  0.36
H: -0.518 -2.224 -4.110  0.44
H: -0.340 -1.367 -6.388  0.51
H: 0.754 0.805 -6.828  0.46
H: 1.702 2.107 -4.949  0.50
H: 1.510 1.281 -2.656  0.23
H: -2.218 -1.866 -2.718  0.24
H: -3.681 -3.780 -2.338  0.51
H: -3.066 -5.511 -0.682  0.45
H: -0.959 -5.307 0.594  0.50
H: 0.551 -3.421 0.191  0.48
O: -0.112 2.800 0.349  -0.20
C: -0.120 3.700 -0.754  -1.26
C: -0.877 3.064 -1.877  0.71
C: -1.216 3.774 -3.016  -1.10
C: -1.973 3.155 -3.991  -0.52
C: -2.383 1.845 -3.785  -1.10
C: -1.994 1.202 -2.633  -0.20
N: -1.229 1.785 -1.691  0.95
H: -0.602 3.136 1.210  0.01
H: 0.917 3.905 -1.044  0.32
H: -0.581 4.641 -0.446  0.59
H: -0.907 4.805 -3.115  0.59
H: -2.261 3.691 -4.884  0.48
H: -3.001 1.325 -4.501  0.55
H: -2.304 0.188 -2.436  0.43
C: -3.500 1.754 4.483  -1.10
C: -2.220 2.301 5.091  -1.40
C: -0.938 1.714 4.479  2.52
C: 0.304 2.354 5.160  -1.36
C: 1.646 1.889 4.622  -1.03
C: -0.871 0.217 4.768  -0.44
O: -1.072 -0.248 5.849  -0.54
N: -0.465 -0.642 3.716  0.20
C: -0.324 -0.202 2.463  -0.36
O: -0.074 -0.911 1.452  -0.13
N: -0.461 1.090 2.136  1.13
C: -0.859 2.053 3.013  -0.31
O: -1.017 3.196 2.590  -0.83
H: -4.363 2.187 4.983  0.52
H: -3.574 0.671 4.590  0.29
H: -3.579 2.004 3.423  0.14
H: -2.178 2.093 6.160  0.52
H: -2.170 3.383 4.965  0.51
H: 0.217 2.120 6.222  0.55
H: 0.197 3.434 5.047  0.44
H: 1.787 0.813 4.741  0.25
H: 2.452 2.378 5.166  0.57
H: 1.773 2.140 3.565  0.07
H: -0.431 -1.636 3.910  0.38
O: -4.423 0.006 -0.100  -0.63
Cl: -3.203 0.135 0.574  2.13
O: -2.695 1.528 0.613  -0.62
O: -3.175 -0.459 1.854  -0.54
O: -2.073 -0.480 -0.276  -0.41

Spin multiplicity = 2
Charge = +2
Gap between HOMO and LUMO (alpha / beta) = 5.683 / 7.524 eV

***

A molecular structure, C11H18N2OS. Source: the OMol25 dataset; level of theory: ωB97M-V with the def2-TZVPD basis set.

Last column: Mulliken charge in e.
Atoms and positions in Å:
C: -1.196 3.208 0.967  -1.08
C: 0.324 2.921 0.675  -0.04
C: -0.288 1.267 -1.432  -0.97
C: 0.097 -0.139 -0.696  0.59
C: -0.598 -0.850 0.466  0.39
C: -1.997 -0.677 0.744  -0.48
C: -2.847 -2.637 -0.770  -0.70
C: 0.157 -1.731 1.274  -0.18
C: 2.225 -1.381 0.331  0.58
C: 3.576 -1.917 -0.112  -1.89
C: 1.469 -0.534 -0.724  0.39
H: -1.342 3.573 1.895  0.45
H: -1.778 4.067 0.278  0.24
H: -1.902 2.371 0.807  0.14
H: 0.866 3.829 0.894  0.37
H: 0.800 2.084 1.437  0.15
H: 1.274 2.005 -0.909  0.32
H: -1.453 1.127 -1.677  0.25
H: 0.161 1.377 -2.533  0.27
H: -2.216 0.465 0.873  -0.45
H: -2.414 -0.988 1.697  0.53
H: -1.633 -2.771 -0.588  0.25
H: -3.928 -3.247 -0.184  0.25
H: -3.134 -2.815 -2.071  0.24
H: -0.442 -2.426 1.961  0.28
H: 3.921 -2.842 0.521  0.33
H: 4.329 -1.208 0.210  0.54
H: 3.758 -1.916 -1.160  0.45
H: 3.428 0.083 -0.911  0.45
N: 0.368 2.430 -0.647  -0.33
N: 1.475 -1.990 1.305  -0.63
O: 2.313 0.171 -1.446  -0.71
S: -3.375 -0.908 -0.475  -0.01

Spin multiplicity = 1
Gap between HOMO and LUMO = 8.218 eV

***

2 unconnected molecules or ions with the total composition C28H26F4N2O2. Source: the OMol25 dataset; level of theory: ωB97M-V with the def2-TZVPD basis set.

Last column: Mulliken charge in e.
Atoms and positions in Å:
C: -0.151 -0.219 0.722  -1.88
C: -0.943 0.713 0.097  0.73
N: -1.931 0.464 -0.836  0.61
C: -1.978 -0.675 -1.681  -0.46
C: -3.173 -1.417 -1.777  1.10
C: -4.424 -1.111 -1.017  -2.09
C: -3.201 -2.534 -2.610  -0.70
C: -2.087 -2.921 -3.353  0.78
C: -2.183 -4.078 -4.298  -1.52
C: -0.897 -2.203 -3.208  -1.25
C: -0.843 -1.038 -2.433  1.34
C: 0.408 -0.218 -2.447  -0.86
C: -2.749 1.578 -0.930  -0.34
C: -2.226 2.540 -0.143  -1.31
N: -1.137 2.014 0.525  0.49
C: -0.085 2.760 1.141  -0.02
C: 0.734 3.558 0.319  1.29
C: 0.428 3.809 -1.125  -1.32
C: 1.937 4.042 0.833  -1.02
C: 2.327 3.770 2.143  0.59
C: 3.660 4.238 2.638  -1.57
C: 1.460 3.047 2.967  -1.07
C: 0.255 2.526 2.487  0.63
C: -0.625 1.742 3.417  -1.23
H: 0.250 0.072 1.689  -0.34
H: -0.116 -1.182 0.245  1.02
H: -4.318 -0.329 -0.262  0.39
H: -5.229 -0.826 -1.708  0.34
H: -4.766 -2.032 -0.524  0.47
H: -4.126 -3.113 -2.665  0.41
H: -1.204 -4.293 -4.739  0.35
H: -2.550 -4.974 -3.782  0.34
H: -2.892 -3.875 -5.114  0.32
H: 0.006 -2.535 -3.725  0.29
H: 1.054 -0.617 -3.238  0.52
H: 0.225 0.842 -2.672  0.05
H: 0.970 -0.291 -1.509  0.21
H: -3.610 1.603 -1.576  0.63
H: -2.554 3.548 0.031  0.66
H: 1.160 4.531 -1.517  0.44
H: 0.520 2.894 -1.731  0.09
H: -0.565 4.246 -1.286  0.32
H: 2.590 4.628 0.182  0.35
H: 3.805 3.945 3.682  0.36
H: 4.472 3.796 2.047  0.32
H: 3.754 5.328 2.559  0.35
H: 1.737 2.851 4.007  0.26
H: -0.210 1.836 4.429  0.46
H: -1.650 2.128 3.430  0.29
H: -0.672 0.671 3.198  0.32
O: 3.295 -5.863 1.726  -0.55
C: 2.979 -4.665 1.730  0.32
C: 1.610 -4.201 1.837  0.25
F: 0.692 -5.135 2.137  -0.27
C: 1.254 -2.910 1.619  0.12
F: -0.051 -2.589 1.827  -0.25
C: 2.216 -1.908 1.204  0.92
O: 2.012 -0.799 0.644  -0.49
C: 3.600 -2.306 1.484  -0.03
F: 4.515 -1.319 1.439  -0.25
C: 3.966 -3.592 1.677  0.36
F: 5.257 -3.949 1.792  -0.27

Spin multiplicity = 1
Gap between HOMO and LUMO = 3.657 eV

***

9 unconnected molecules or ions with the total composition C26H52Br16FO4S. Source: the OMol25 dataset; level of theory: ωB97M-V with the def2-TZVPD basis set.

Last column: Mulliken charge in e.
Atoms and positions in Å:
C: -1.118 -0.595 1.533  -0.92
C: -0.303 -1.838 1.193  -0.15
O: -0.502 -2.230 -0.145  -0.31
C: -1.394 -3.332 -0.327  -0.81
C: -2.177 -3.162 -1.612  -0.42
C: -3.373 -2.222 -1.401  0.73
C: -3.977 -1.621 -2.680  -0.93
C: -5.464 -1.916 -2.865  -0.88
C: -6.303 -1.406 -1.679  -0.06
C: -6.900 -2.491 -0.771  -0.54
O: -8.222 -2.200 -0.351  -0.52
C: -8.281 -1.019 0.423  -0.61
S: -2.817 -4.674 -2.011  1.28
O: -3.477 -5.388 -0.939  -0.76
O: -3.515 -4.700 -3.267  -0.65
F: -1.502 -5.560 -2.264  -0.26
H: -2.143 -0.876 1.771  0.32
H: -0.693 -0.091 2.398  0.53
H: -1.105 0.061 0.666  0.05
H: -0.548 -2.648 1.883  0.34
H: 0.763 -1.627 1.315  0.06
H: -2.076 -3.367 0.541  0.32
H: -0.844 -4.274 -0.318  0.45
H: -4.153 -2.705 -0.795  0.24
H: -2.967 -1.419 -0.783  -0.59
H: -3.888 -0.530 -2.634  -0.08
H: -3.403 -1.943 -3.544  0.53
H: -5.812 -1.413 -3.768  0.28
H: -5.602 -2.988 -3.002  0.45
H: -7.118 -0.772 -2.030  0.45
H: -5.662 -0.759 -1.075  -0.10
H: -6.258 -2.642 0.102  0.41
H: -6.934 -3.438 -1.302  0.35
H: -8.822 -0.240 -0.117  0.27
H: -8.799 -1.219 1.361  0.30
H: -7.287 -0.646 0.659  0.18
Br: 1.659 1.324 2.252  -0.06
C: 3.460 1.372 2.984  -0.48
C: 4.096 0.009 2.961  -0.10
Br: 3.381 -1.146 4.352  -0.13
H: 3.385 1.779 3.987  0.41
H: 4.020 2.060 2.356  0.19
H: 5.162 0.080 3.165  -0.21
H: 3.934 -0.504 2.019  0.40
Br: 6.869 3.324 2.680  -0.12
C: 8.581 2.423 2.862  0.28
C: 8.424 0.931 2.948  -0.66
Br: 7.758 0.369 4.689  -0.17
H: 9.061 2.840 3.741  0.40
H: 9.145 2.691 1.971  -0.47
H: 9.387 0.442 2.828  0.34
H: 7.729 0.548 2.207  0.39
Br: 8.933 4.136 -0.595  -0.14
C: 10.879 4.196 -0.618  -0.68
C: 11.485 2.899 -1.079  -0.11
Br: 11.380 1.514 0.289  -0.14
H: 11.192 4.461 0.387  0.41
H: 11.140 4.998 -1.304  0.38
H: 12.545 3.026 -1.284  0.35
H: 10.990 2.505 -1.958  -0.05
Br: -3.129 1.812 -1.385  -0.09
C: -2.163 3.402 -0.830  -0.56
C: -1.250 3.117 0.333  -0.61
Br: -2.241 2.907 1.991  -0.08
H: -2.904 4.158 -0.592  0.35
H: -1.582 3.716 -1.694  0.37
H: -0.564 3.944 0.500  0.41
H: -0.686 2.201 0.193  0.21
Br: -1.560 -10.308 -5.474  -0.21
C: -1.465 -8.772 -4.271  -0.56
C: -2.272 -7.603 -4.758  -0.07
Br: -1.409 -6.696 -6.248  -0.15
H: -0.413 -8.529 -4.168  0.39
H: -1.854 -9.124 -3.319  0.37
H: -2.362 -6.867 -3.966  -0.23
H: -3.260 -7.890 -5.102  0.40
Br: 9.326 2.771 -4.310  -0.11
C: 10.420 2.006 -5.722  -0.54
C: 11.650 1.332 -5.177  -0.65
Br: 12.988 2.621 -4.594  -0.13
H: 10.661 2.815 -6.404  0.37
H: 9.787 1.280 -6.227  0.34
H: 12.133 0.738 -5.948  0.37
H: 11.429 0.704 -4.320  0.38
Br: -5.637 1.800 0.724  -0.03
C: -6.815 3.292 1.119  -0.65
C: -7.396 3.204 2.504  -0.30
Br: -8.810 1.870 2.631  -0.15
H: -7.581 3.301 0.351  0.42
H: -6.198 4.184 1.029  0.34
H: -7.860 4.148 2.781  0.37
H: -6.651 2.937 3.246  0.03
Br: -5.907 1.948 6.031  -0.11
C: -5.270 3.580 6.868  -0.57
C: -5.800 4.808 6.175  -0.61
Br: -4.914 5.124 4.472  -0.13
H: -4.186 3.536 6.854  0.36
H: -5.624 3.546 7.895  0.34
H: -5.610 5.695 6.775  0.36
H: -6.861 4.730 5.964  0.36

Spin multiplicity = 1
Charge = -1
Gap between HOMO and LUMO = 4.636 eV